[1]
Entry from OMol25: a cluster of 6 separate species, C39H44Cl2N5O11P in total (ωB97M-V/def2-TZVPD).

* structure (SMILES): CCCOP(C[C@@H](C)Cl)[C@@H](Cl)CC.O=[N+]([O-])c1ccccc1.O=[N+]([O-])c1ccccc1.O=[N+]([O-])c1ccccc1.O=[N+]([O-])c1ccccc1.O=[N+]([O-])c1ccccc1
* E_HOMO: -8.094 eV

Last column: Löwdin charge in e.
CARTESIAN COORDINATES (ANGSTROEM)
1 C 1.72684 -0.27628 -2.50081  -0.11
2 C 1.24298 0.08234 -3.90687  -0.24
3 C 0.43184 1.35683 -3.95231  -0.29
4 O -0.83133 1.17050 -3.29085  -0.39
5 P -2.01696 0.57931 -4.28615  0.95
6 C -2.65512 -0.80268 -3.21709  -0.35
7 C -3.74649 -1.72311 -3.80133  -0.77
8 C -5.07633 -1.57201 -3.05612  -0.15
9 Cl -3.94527 -1.58455 -5.57517  0.56
10 C -3.23353 2.00665 -4.21007  -0.81
11 Cl -4.94969 1.53342 -4.35969  0.62
12 C -3.04235 2.92794 -3.01171  -0.34
13 C -3.46762 2.33313 -1.67238  -0.12
14 H 2.71479 0.10592 -2.29217  0.05
15 H 1.02929 0.00468 -1.72228  0.07
16 H 1.81864 -1.35985 -2.44684  0.07
17 H 2.10273 0.18457 -4.56675  0.11
18 H 0.61135 -0.72384 -4.26695  0.09
19 H 0.28306 1.65785 -4.98954  0.10
20 H 0.93082 2.17743 -3.44425  0.12
21 H -2.94524 -0.40568 -2.24948  0.07
22 H -1.77472 -1.41333 -3.04206  0.07
23 H -3.39752 -2.73110 -3.62970  0.08
24 H -5.10126 -0.58362 -2.61909  0.03
25 H -5.09944 -2.25304 -2.21150  0.07
26 H -5.94792 -1.69794 -3.68565  0.06
27 H -3.02117 2.59730 -5.09210  0.05
28 H -3.63670 3.82137 -3.19587  0.09
29 H -2.01079 3.25642 -2.97450  0.09
30 H -3.93222 3.10365 -1.07362  0.05
31 H -4.16998 1.51386 -1.78263  0.03
32 H -2.61637 1.94535 -1.12120  0.08
33 O 2.76356 -1.22478 0.77359  0.08
34 N 3.49101 -0.27300 0.55579  -0.34
35 O 3.13533 0.75404 0.00561  0.06
36 C 4.89538 -0.37469 0.97676  -0.15
37 C 5.33675 -1.54319 1.57081  0.00
38 C 6.66661 -1.64098 1.94795  -0.05
39 C 7.53370 -0.57775 1.73313  -0.07
40 C 7.06963 0.59005 1.14296  -0.06
41 C 5.74273 0.69720 0.75976  0.00
42 H 4.65896 -2.36707 1.73718  0.12
43 H 7.02891 -2.54881 2.41044  0.11
44 H 8.56710 -0.66067 2.02383  0.06
45 H 7.74517 1.41887 0.98041  0.11
46 H 5.37844 1.60304 0.29870  0.12
47 O -10.22503 -4.27260 1.64611  0.09
48 N -9.20331 -4.92833 1.70095  -0.34
49 O -8.87254 -5.61446 2.65409  0.06
50 C -8.30365 -4.88863 0.53879  -0.14
51 C -8.63639 -4.09003 -0.54027  0.00
52 C -7.77811 -4.04056 -1.62614  -0.06
53 C -6.60708 -4.78691 -1.62144  -0.08
54 C -6.29319 -5.58978 -0.53315  -0.06
55 C -7.14573 -5.64337 0.55734  -0.01
56 H -9.54830 -3.51216 -0.53861  0.12
57 H -8.02032 -3.41797 -2.47625  0.11
58 H -5.93654 -4.74220 -2.46980  0.11
59 H -5.38251 -6.17286 -0.53318  0.11
60 H -6.90782 -6.26551 1.40628  0.10
61 O 9.77298 0.69138 3.11907  0.06
62 N 10.67811 -0.12543 3.16088  -0.33
63 O 10.51742 -1.31601 3.35997  0.08
64 C 12.04985 0.35771 2.95568  -0.14
65 C 12.26336 1.71019 2.76019  0.00
66 C 13.56032 2.16343 2.58580  -0.06
67 C 14.61977 1.26614 2.60557  -0.07
68 C 14.38515 -0.08915 2.79542  -0.06
69 C 13.09181 -0.55158 2.97300  0.00
70 H 11.43609 2.40381 2.74589  0.12
71 H 13.74485 3.21815 2.43682  0.11
72 H 15.63206 1.62453 2.47361  0.11
73 H 15.21108 -0.78651 2.80800  0.11
74 H 12.90420 -1.60415 3.12343  0.12
75 O -4.02070 5.73122 -1.37436  0.07
76 N -2.84999 5.88218 -1.07491  -0.33
77 O -2.14171 5.02481 -0.58130  0.08
78 C -2.24865 7.20100 -1.32473  -0.14
79 C -3.03428 8.20919 -1.85276  0.00
80 C -2.46793 9.45470 -2.06907  -0.07
81 C -1.13230 9.67516 -1.76053  -0.07
82 C -0.35692 8.64850 -1.23858  -0.07
83 C -0.91534 7.40034 -1.01670  0.00
84 H -4.07226 8.03225 -2.09131  0.12
85 H -3.07013 10.25474 -2.47673  0.11
86 H -0.69447 10.65064 -1.92657  0.11
87 H 0.68366 8.82093 -1.00129  0.11
88 H -0.31753 6.59903 -0.60884  0.12
89 O -1.26199 -4.13632 4.79241  0.08
90 N -2.18877 -3.67449 5.43251  -0.35
91 O -2.07435 -2.86713 6.33618  0.08
92 C -3.54592 -4.12879 5.09163  -0.15
93 C -3.70790 -5.07189 4.09363  0.00
94 C -4.98598 -5.51194 3.79022  -0.07
95 C -6.08152 -5.00715 4.47898  -0.06
96 C -5.89847 -4.05446 5.47255  -0.06
97 C -4.62390 -3.60948 5.78466  0.00
98 H -2.85389 -5.46254 3.56089  0.12
99 H -5.12614 -6.25454 3.01703  0.10
100 H -7.07818 -5.35635 4.24310  0.09
101 H -6.75112 -3.65971 6.00740  0.11
102 H -4.47742 -2.87079 6.55830  0.12

=====

[2]
Entry from OMol25: a cluster of 5 separate species, C39H44Cl3O20PS in total at a distorted geometry (ωB97M-V/def2-TZVPD).

* structure (SMILES): CC(=O)OCCCCCC[PH2](CCCCS(=O)(=O)Cl)/C(Cl)=C(/C)Cl.O=C1C=C(O)C(=O)C=C1O.O=C1C=C(O)C(=O)C=C1O.O=C1C=C(O)C(=O)C=C1O.O=C1C=C(O)C(=O)C=C1O
* E_HOMO: -8.859 eV

Last column: Löwdin charge in e.
CARTESIAN COORDINATES (ANGSTROEM)
1 C 5.00167 -1.35806 0.99358  0.01
2 C 4.45116 -0.72472 -0.44191  -0.27
3 O 3.48306 -1.39229 -1.09448  0.00
4 O 5.04055 0.52992 -0.94836  -0.13
5 C 4.43084 1.71617 -0.32278  -0.17
6 C 2.96697 1.44500 0.37563  -0.17
7 C 2.31001 2.94855 0.69995  -0.19
8 C 1.29333 3.45550 -0.49938  -0.19
9 C -0.29613 3.18654 -0.08958  -0.23
10 C -0.79745 1.64197 -0.43742  -0.34
11 P -2.72028 1.47231 -0.52093  0.73
12 C -2.80087 1.52484 1.41176  -0.40
13 C -4.32742 1.59921 2.00863  -0.26
14 C -5.36940 0.49465 1.38321  -0.24
15 C -4.83931 -1.03474 1.64728  -0.25
16 S -6.34305 -2.05312 2.23554  0.50
17 O -7.12773 -1.34173 3.37882  -0.43
18 O -7.27099 -2.48432 1.05200  -0.43
19 Cl -5.66041 -3.88189 3.08245  0.29
20 C -2.76252 1.50794 -2.42834  -0.69
21 Cl -1.53869 2.50710 -3.46753  0.49
22 C -3.80147 0.76547 -3.24792  -0.60
23 C -3.83012 0.78366 -4.91106  -0.16
24 Cl -5.17727 -0.26069 -2.45824  0.50
25 H 4.68333 -2.48971 1.02632  0.10
26 H 6.17162 -1.23084 0.96803  0.09
27 H 4.52623 -0.70089 1.84717  0.08
28 H 4.33029 2.53840 -1.17598  0.14
29 H 5.12038 2.18871 0.52040  0.14
30 H 2.21653 0.95601 -0.40369  0.11
31 H 3.03605 0.85473 1.39093  0.09
32 H 3.21155 3.70689 0.86916  0.12
33 H 1.78237 2.83402 1.75142  0.10
34 H 1.56651 3.03446 -1.55614  0.09
35 H 1.41839 4.63882 -0.54346  0.12
36 H -1.02675 4.01757 -0.46974  0.10
37 H -0.31534 3.25198 1.10178  0.09
38 H -0.23700 1.15570 -1.34268  0.08
39 H -0.47865 0.99832 0.51666  0.10
40 H -3.60561 2.64527 -0.53879  0.06
41 H -3.23413 0.12190 -0.42960  0.02
42 H -2.32335 0.51696 1.82938  0.09
43 H -2.18072 2.41026 1.87596  0.08
44 H -4.70406 2.70989 1.94198  0.12
45 H -4.24415 1.35448 3.17103  0.12
46 H -6.42146 0.69957 1.90041  0.13
47 H -5.52524 0.75984 0.23197  0.08
48 H -4.38668 -1.56625 0.70745  0.11
49 H -4.07858 -1.05848 2.54814  0.12
50 H -2.76698 0.82976 -5.39827  0.07
51 H -4.27876 -0.28011 -5.21587  0.08
52 H -4.59499 1.57433 -5.31892  0.09
53 O 4.03129 1.13157 -7.83844  0.10
54 C 3.72197 1.21774 -6.65526  -0.31
55 C 4.31728 0.35461 -5.62317  0.08
56 C 3.94611 0.46283 -4.34600  -0.19
57 O 4.50351 -0.34331 -3.37048  0.07
58 C 2.91919 1.45299 -3.92037  -0.27
59 O 2.58521 1.51639 -2.74198  0.07
60 C 2.34139 2.33257 -4.94816  0.08
61 C 2.71496 2.22686 -6.22487  -0.21
62 O 2.17820 3.05190 -7.19612  0.08
63 H 5.06093 -0.36229 -5.94685  0.14
64 H 4.07060 -0.07425 -2.53102  0.05
65 H 1.60887 3.06007 -4.62183  0.13
66 H 2.60668 2.77871 -8.03639  0.12
67 O 3.37001 -1.60465 8.05498  0.11
68 C 3.36445 -0.89109 7.05808  -0.30
69 C 4.02598 0.42273 7.02918  0.08
70 C 3.98691 1.18229 5.93273  -0.21
71 O 4.60880 2.41689 5.89779  0.08
72 C 3.27375 0.73294 4.70570  -0.30
73 O 3.23954 1.46118 3.71946  0.08
74 C 2.63281 -0.59093 4.72621  0.08
75 C 2.67471 -1.35216 5.82143  -0.20
76 O 2.07683 -2.59874 5.84735  0.09
77 H 4.53884 0.73795 7.92881  0.14
78 H 4.43637 2.77044 4.99792  0.12
79 H 2.13305 -0.91270 3.82120  0.14
80 H 2.24412 -2.94959 6.74912  0.12
81 O 10.29757 -6.01129 -1.81531  0.11
82 C 9.44822 -5.42576 -1.15292  -0.30
83 C 9.79315 -4.35850 -0.20077  0.08
84 C 8.84572 -3.75243 0.51735  -0.20
85 O 9.16259 -2.74676 1.41201  0.08
86 C 7.41272 -4.13348 0.38533  -0.29
87 O 6.56670 -3.57100 1.07237  0.05
88 C 7.06475 -5.18375 -0.58407  0.08
89 C 8.01167 -5.78756 -1.30483  -0.20
90 O 7.69197 -6.77378 -2.21985  0.08
91 H 10.83891 -4.09306 -0.11318  0.14
92 H 8.30721 -2.47050 1.80760  0.11
93 H 6.01704 -5.43843 -0.68278  0.14
94 H 8.54795 -7.05415 -2.61096  0.12
95 O -13.82387 -0.44650 0.70468  0.10
96 C -12.69852 -0.17011 0.30441  -0.31
97 C -12.45835 0.87279 -0.70518  0.08
98 C -11.22201 1.13760 -1.13177  -0.21
99 O -10.98886 2.11829 -2.07840  0.08
100 C -10.04634 0.38976 -0.60769  -0.30
101 O -8.92408 0.64304 -1.03259  0.09
102 C -10.28347 -0.63634 0.41933  0.09
103 C -11.51940 -0.89892 0.84859  -0.20
104 O -11.74981 -1.86014 1.81559  0.08
105 H -13.32225 1.40712 -1.07924  0.14
106 H -10.01717 2.11751 -2.22092  0.11
107 H -9.41766 -1.16002 0.80463  0.11
108 H -12.72203 -1.86348 1.95364  0.12